(1)
Molecular formula: C74H160F6N9O4S2
Method: DFT, the ωB97M-V functional and the def2-TZVPD basis

```
255
Properties=species:S:1:pos:R:3:forces:R:3
C -2.46430 0.05576 0.67857 0.99 0.76 -0.85
F -2.77714 1.33146 0.97656 -0.04 -0.02 0.39
F -2.55596 -0.69489 1.76038 -0.46 -0.34 1.20
F -3.35141 -0.35482 -0.19849 -2.18 -0.70 -1.07
S -0.71458 -0.25713 -0.11466 -1.76 -0.93 -2.23
O -0.75121 -1.69319 -0.33537 -0.41 -1.71 -0.01
O -0.68631 0.48324 -1.39560 -0.53 0.19 0.00
N 0.36837 0.26909 1.20002 2.78 1.77 0.53
S 1.00448 1.52548 0.51364 0.11 -0.17 3.56
O 1.92273 1.27676 -0.58665 -0.09 0.55 -0.35
O 0.04542 2.65617 0.50597 1.73 -0.38 -0.50
C 2.33003 1.93901 1.85495 -1.13 1.17 -1.72
F 3.10710 0.87443 2.10161 0.05 0.72 0.12
F 3.08465 2.98471 1.33211 0.21 -0.74 1.09
F 1.77392 2.36671 3.01254 0.67 -0.21 -0.34
C -1.18857 -3.95941 2.81769 0.39 1.41 0.17
C -0.35907 -4.99101 3.51494 0.25 -1.87 0.26
C -0.77868 -5.15518 4.95007 -0.14 -1.24 1.76
N 0.07351 -6.12711 5.88858 -1.36 0.90 -2.39
C 0.40178 -7.40124 5.03011 -1.18 -0.61 0.77
C -0.90346 -8.24073 4.78942 0.53 0.00 0.86
C -1.54141 -8.62269 6.09329 -1.44 0.09 1.01
C -1.98114 -7.38817 6.87950 0.86 1.01 0.71
C -0.77346 -6.45739 7.17545 -0.21 -0.22 -1.26
C 1.33376 -5.42510 6.27320 0.07 -1.09 0.28
H -1.30964 -3.12400 3.50727 -0.05 0.48 -0.31
H -2.19628 -4.25852 2.52936 0.16 -0.44 0.11
H -0.66075 -3.62624 1.92410 -0.26 0.27 -0.03
H 0.72325 -4.88067 3.58201 0.12 0.78 -0.77
H -0.53119 -5.88640 2.91766 0.21 -0.50 0.40
H -1.78268 -5.57191 5.03023 -0.08 0.47 0.04
H -0.65427 -4.22054 5.49694 -0.52 0.14 -0.15
H 0.83738 -7.23802 4.04435 0.16 1.02 0.35
H 1.16075 -7.90249 5.63080 -0.25 -0.45 -0.03
H -1.67345 -7.72242 4.21795 0.38 0.31 -0.39
H -0.71010 -9.19527 4.29997 0.55 0.34 -0.44
H -2.48925 -9.13494 5.92807 0.19 -0.43 -0.33
H -0.91666 -9.32121 6.64993 0.10 0.23 0.25
H -2.83415 -6.87905 6.43085 0.31 0.24 -0.77
H -2.44591 -7.55028 7.85204 0.43 -0.72 0.27
H -1.03441 -5.47893 7.57871 -0.10 -0.04 -0.01
H -0.12398 -6.96218 7.89061 0.29 0.04 -0.22
H 1.91700 -5.22012 5.37548 0.30 -0.69 0.19
H 1.69082 -6.16098 6.99367 1.30 0.37 -0.28
H 1.29794 -4.46306 6.78435 -1.10 -0.09 0.12
C -1.94348 -2.15454 -3.05855 0.96 -0.93 1.11
C -2.58854 -2.63147 -4.33950 0.63 -0.48 -0.30
C -1.70473 -3.66623 -5.12782 -0.78 0.55 0.58
N -2.28905 -4.06148 -6.50125 -0.14 0.25 1.12
C -2.53712 -2.73839 -7.32466 -0.27 -0.76 0.01
C -2.89927 -2.95261 -8.78176 1.01 0.41 -0.65
C -1.85072 -3.84144 -9.46476 -0.22 -2.30 0.57
C -1.60069 -5.21354 -8.61280 0.20 0.92 -0.07
C -1.27928 -4.99883 -7.12852 0.22 0.75 -1.22
C -3.56350 -4.86070 -6.29178 -0.65 0.47 -0.44
H -0.94463 -1.72283 -3.12196 -0.01 0.22 -0.58
H -1.77112 -3.00902 -2.40414 -0.04 -0.18 0.14
H -2.48255 -1.46941 -2.40427 -0.44 0.06 -0.51
H -2.80922 -1.73288 -4.91562 -0.26 -0.34 -0.38
H -3.48102 -3.19805 -4.07387 -0.38 0.47 -0.16
H -1.60266 -4.57893 -4.54073 -0.51 -0.21 -0.04
H -0.65632 -3.37762 -5.20290 -0.15 0.58 -0.72
H -1.61532 -2.16459 -7.22888 0.22 -0.27 -0.09
H -3.31547 -2.12945 -6.86482 -0.03 -0.55 0.44
H -2.84865 -1.96190 -9.23347 0.43 0.32 0.04
H -3.94177 -3.13835 -9.04022 -0.04 -0.98 0.64
H -0.90508 -3.33683 -9.66286 0.10 0.16 0.60
H -2.15384 -4.12438 -10.47281 -0.31 -0.14 0.13
H -0.76030 -5.80539 -8.97552 0.08 0.29 -0.43
H -2.41373 -5.93943 -8.60079 -0.42 0.40 -0.67
H -0.28789 -4.57113 -6.97919 -0.07 0.26 -0.10
H -1.27837 -5.95977 -6.61405 -0.32 0.16 0.26
H -3.43184 -5.69517 -5.60298 0.33 0.42 0.27
H -3.94792 -5.32591 -7.19947 0.55 0.30 -0.34
H -4.36634 -4.18528 -5.99623 0.22 -0.05 0.38
C 1.94438 -2.19746 4.44396 1.91 0.58 -1.61
C 0.78726 -1.50141 5.08814 -0.21 -0.62 0.73
C 0.37460 -0.19353 4.43309 0.12 0.09 0.72
N -0.84586 0.48002 5.09914 1.57 1.42 -0.52
C -1.11864 1.75538 4.24137 -3.12 -1.17 -0.81
C -2.52056 2.37130 4.60945 0.09 -0.11 1.63
C -3.71149 1.40331 4.78598 0.30 -0.74 -0.65
C -3.29295 0.23164 5.66127 1.15 -0.15 0.43
C -2.00798 -0.49420 5.18427 -1.19 1.10 0.91
C -0.41612 1.08192 6.47580 -1.11 -1.80 -0.80
H 1.79665 -2.52433 3.41468 -0.58 -0.33 -0.02
H 2.47513 -2.97856 4.98831 -0.73 -0.21 0.34
H 2.77091 -1.50532 4.28306 0.11 0.51 0.18
H 1.12051 -1.40260 6.12124 -0.55 0.34 0.28
H -0.04649 -2.20167 5.03718 -0.18 0.13 0.31
H 0.20385 -0.38272 3.37331 -0.46 0.37 -0.06
H 1.14488 0.57338 4.51425 0.18 -0.21 -0.12
H -1.20173 1.31547 3.24756 0.40 0.48 -0.32
H -0.35354 2.52940 4.30139 0.24 -0.63 0.24
H -2.80884 3.26145 4.05030 0.42 -0.30 -0.57
H -2.41228 2.77599 5.61574 0.20 0.33 0.16
H -4.08106 1.06204 3.81899 0.07 -0.20 -0.22
H -4.57902 1.83336 5.28652 0.24 0.59 -0.11
H -4.05531 -0.52585 5.84325 -0.15 0.10 -0.27
H -3.05916 0.64007 6.64445 -0.24 -0.04 0.22
H -2.28396 -0.99815 4.25800 0.92 0.30 -0.44
H -1.73630 -1.24457 5.92672 0.10 0.08 -0.07
H 0.44245 1.73838 6.33429 -0.19 -0.19 -0.04
H -0.20531 0.20340 7.08560 0.22 0.40 0.32
H -1.30370 1.59179 6.85043 0.52 0.09 0.16
C 2.32751 -0.82608 -3.34480 -0.15 0.83 -1.10
C 2.07358 -1.89062 -2.34320 0.29 -1.31 0.91
C 3.14750 -1.88889 -1.25439 -1.09 -0.16 1.26
N 3.04129 -3.09462 -0.23455 0.77 -0.80 -0.88
C 3.90979 -2.87718 0.99443 1.05 -0.95 -0.61
C 5.43334 -2.89130 0.76979 -0.25 -0.19 -0.88
C 5.88537 -4.16995 0.08782 -0.14 -0.28 -0.71
C 5.05427 -4.37774 -1.20153 -0.30 0.37 1.58
C 3.54196 -4.36075 -0.95308 0.20 -0.12 -0.53
C 1.59970 -3.38124 0.29239 1.50 1.54 -1.44
H 3.16288 -0.95200 -4.03357 0.54 -0.42 0.50
H 2.43919 0.14667 -2.86584 -0.39 0.13 -0.16
H 1.50708 -0.87086 -4.06103 -0.41 0.62 0.17
H 2.03749 -2.84742 -2.86411 0.25 -0.27 -0.01
H 1.08819 -1.80982 -1.88431 0.01 0.46 0.03
H 3.02276 -1.03067 -0.59407 -0.21 0.28 -0.14
H 4.14104 -1.78746 -1.69105 0.06 -0.66 0.27
H 3.65942 -1.96691 1.53925 -0.71 -0.28 -0.07
H 3.74928 -3.83651 1.48639 -0.37 0.41 0.95
H 5.74321 -2.09340 0.09492 0.04 0.51 0.42
H 5.90358 -2.82177 1.75067 0.00 0.40 -0.06
H 6.92150 -4.10701 -0.24471 0.10 0.15 0.28
H 5.84904 -5.01016 0.78123 -0.26 -0.21 -0.10
H 5.22429 -3.50117 -1.82668 0.50 -0.39 -0.45
H 5.33887 -5.31869 -1.67239 -0.13 0.25 -0.31
H 3.10633 -4.39372 -1.95169 -0.45 0.26 0.20
H 3.16397 -5.25357 -0.45496 0.13 0.19 0.47
H 1.33206 -2.40387 0.69391 -0.60 -0.29 0.24
H 1.60542 -4.19340 1.01934 0.27 0.14 -0.16
H 1.01538 -3.59942 -0.60152 -0.21 -0.05 0.39
C 10.79111 5.97982 2.78862 1.34 0.08 -1.12
C 10.07307 5.52821 1.50370 -2.13 -0.79 0.63
C 9.81128 3.98256 1.49216 0.58 -0.28 0.04
N 8.93720 3.29058 0.38876 0.35 -0.42 -0.08
C 7.56036 3.89657 0.35535 -0.93 0.50 1.32
C 6.73955 3.62116 1.68292 1.86 -1.69 -0.75
C 6.77150 2.05181 1.95703 -1.79 0.70 -0.51
C 8.08551 1.31264 1.78146 0.70 0.92 1.33
C 8.89848 1.73505 0.57403 -1.36 0.67 -0.18
C 9.58002 3.46746 -0.94446 0.23 0.88 -0.17
H 10.74741 7.06591 2.86982 -0.54 -0.04 0.09
H 11.86268 5.84439 2.64207 0.10 -0.55 0.55
H 10.40878 5.50649 3.69300 0.13 0.02 -0.12
H 10.45230 5.94184 0.56925 0.22 -0.10 0.23
H 9.08466 5.93542 1.71664 -0.37 0.33 -0.78
H 9.32157 3.72038 2.43000 0.14 -0.01 -0.07
H 10.75274 3.43525 1.44527 0.04 -0.06 -0.01
H 7.68874 4.96536 0.18407 0.28 0.08 0.31
H 6.98111 3.60308 -0.52011 0.32 -0.79 -0.03
H 7.24042 4.06833 2.54156 -0.05 0.38 -0.15
H 5.74489 4.05955 1.60184 0.02 -0.35 -0.03
H 6.33855 1.84408 2.93555 0.46 0.24 0.36
H 6.02162 1.53859 1.35504 -0.12 0.29 -0.70
H 8.67042 1.50061 2.68183 0.27 -0.09 0.08
H 7.87504 0.24367 1.81421 0.25 -0.02 -0.42
H 9.90847 1.32914 0.51701 -0.02 0.31 0.22
H 8.34367 1.40447 -0.30403 0.20 0.04 -0.28
H 10.55771 2.98563 -0.93781 -0.08 0.13 -0.01
H 9.67678 4.53891 -1.11974 0.24 -0.06 0.00
H 8.97251 3.07696 -1.76090 -0.12 -0.26 0.32
C -4.90531 4.74976 -0.84884 0.99 -0.34 -0.47
C -3.80455 3.92113 -1.53747 0.66 0.02 -0.17
C -4.00577 3.77420 -3.02283 -0.46 -1.16 -1.86
N -3.21858 2.63587 -3.75634 2.12 -0.99 -0.48
C -3.33094 2.70982 -5.36700 -1.15 -0.55 1.49
C -2.41966 1.69901 -6.09936 0.69 0.98 0.37
C -0.94802 2.07977 -5.87168 0.18 -0.17 1.33
C -0.61798 2.04738 -4.29971 -1.11 -0.46 -0.71
C -1.69014 2.81287 -3.42470 0.28 0.27 -0.97
C -3.74666 1.23316 -3.32994 0.15 1.04 -0.56
H -4.70993 4.63354 0.21719 -0.49 0.21 0.03
H -5.90277 4.42615 -1.14624 -0.04 0.06 0.25
H -4.74639 5.79079 -1.13009 -0.38 0.05 0.15
H -3.66643 2.94610 -1.07021 -0.18 -0.10 0.09
H -2.85841 4.44693 -1.40918 0.10 -0.05 0.29
H -3.78466 4.67026 -3.60275 0.13 0.10 0.20
H -5.03149 3.50281 -3.27249 -0.25 0.13 0.14
H -3.19268 3.74277 -5.68634 0.52 -0.03 0.26
H -4.40311 2.54198 -5.46884 0.01 -0.29 -0.47
H -2.57322 1.72642 -7.17814 -0.55 0.27 0.05
H -2.55461 0.65670 -5.81046 -0.33 0.08 0.25
H -0.69726 3.02880 -6.34555 -0.36 0.42 0.38
H -0.33320 1.40832 -6.47105 0.21 -0.40 0.53
H 0.35285 2.48555 -4.06820 -0.11 0.43 -0.09
H -0.46930 1.02663 -3.94745 -0.44 -0.20 -0.05
H -1.45837 3.84720 -3.67875 -0.61 0.35 0.03
H -1.56462 2.74003 -2.34441 0.10 -0.63 -0.12
H -3.19592 0.41352 -3.79144 0.50 0.44 0.21
H -4.75050 1.13387 -3.74291 -0.17 0.31 0.22
H -3.74091 1.12113 -2.24573 0.17 0.18 -0.17
C -5.54117 -1.90742 2.48787 0.17 0.10 -1.26
C -6.32420 -0.72114 1.82309 -0.43 0.04 0.29
C -7.17990 -1.18606 0.60813 0.45 0.36 0.13
N -7.76263 -0.07352 -0.34345 1.23 1.12 -0.06
C -8.52731 -0.75552 -1.50295 0.84 0.24 0.07
C -9.22879 0.23007 -2.44591 0.52 0.04 1.10
C -10.13277 1.23721 -1.70562 0.24 -0.07 -0.89
C -9.41883 1.94205 -0.56299 1.18 -1.08 1.13
C -8.68556 0.91237 0.41885 -1.35 -0.79 -1.85
C -6.56469 0.76723 -0.90577 -1.39 -0.92 0.83
H -6.14885 -2.78862 2.69357 -0.25 0.26 0.21
H -4.91244 -1.67813 3.34824 -0.63 0.53 0.28
H -4.77850 -2.24911 1.78810 -0.06 -0.08 -0.41
H -5.63944 0.07774 1.53849 0.26 -0.20 -0.10
H -7.00922 -0.25374 2.53046 0.02 -0.12 0.26
H -7.99559 -1.80051 0.98917 -0.33 0.29 -0.24
H -6.55727 -1.85002 0.00846 -0.10 0.20 -0.47
H -9.16103 -1.53639 -1.08257 -0.11 0.23 0.13
H -7.70801 -1.22326 -2.04891 -0.15 -0.39 -0.05
H -9.70262 -0.32530 -3.25532 -0.34 -0.06 0.29
H -8.42296 0.76901 -2.94418 -0.05 0.29 -0.13
H -11.06318 0.80336 -1.33928 0.08 -0.26 -0.06
H -10.40627 1.95048 -2.48314 -0.28 0.26 0.28
H -10.12799 2.50227 0.04637 0.02 -0.08 0.07
H -8.66026 2.66258 -0.86879 -0.08 0.09 -0.35
H -9.41104 0.15903 0.72585 -0.38 0.60 0.88
H -8.17105 1.43115 1.22770 0.09 -0.42 -0.07
H -6.87797 1.45245 -1.69345 -0.26 -0.29 0.12
H -5.83182 0.05332 -1.28173 0.18 0.26 0.29
H -6.28748 1.35542 -0.03096 0.69 -0.12 -0.35
C 0.11723 5.52067 2.24116 0.94 0.65 -0.21
C 1.15384 6.13418 1.25457 -0.20 0.13 -0.02
C 1.11454 5.56346 -0.18397 0.44 0.21 0.95
N 1.92962 6.33356 -1.25117 -0.46 0.22 -1.61
C 1.90053 5.42592 -2.55706 2.24 1.21 0.81
C 3.06079 4.33330 -2.53088 -1.06 -0.23 0.79
C 4.48147 4.85331 -2.22855 -0.48 0.57 -1.31
C 4.41719 5.54530 -0.89154 0.42 -0.52 0.05
C 3.45076 6.69212 -0.98406 -1.38 0.67 1.63
C 1.12347 7.67869 -1.47243 1.00 0.02 1.63
H 0.39083 4.49624 2.49371 -0.58 -0.12 -0.39
H -0.89852 5.70920 1.89358 -0.04 -0.62 -0.09
H 0.20564 6.08839 3.16743 0.05 0.08 0.04
H 2.14046 6.02807 1.70560 0.16 -0.18 -0.19
H 0.95572 7.20602 1.25746 0.01 0.09 -0.24
H 0.09239 5.59133 -0.56151 0.03 0.07 -0.06
H 1.38582 4.50778 -0.17726 0.35 0.14 -0.15
H 0.87924 5.08509 -2.72707 0.24 -0.22 0.24
H 2.16571 6.19337 -3.28424 -0.18 -0.31 -0.49
H 2.86350 3.61528 -1.73488 -0.41 -0.06 0.27
H 2.95968 3.69298 -3.40717 0.20 0.46 -0.40
H 5.25892 4.09434 -2.31590 -0.35 -0.39 0.31
H 4.77692 5.57029 -2.99454 -0.02 0.27 -0.12
H 4.24644 4.77676 -0.13769 -0.72 0.22 0.30
H 5.36977 5.97381 -0.57994 0.14 0.25 -0.26
H 3.44577 7.31001 -0.08612 -0.28 -0.43 0.48
H 3.84635 7.44661 -1.66403 -0.67 -0.38 -0.97
H 0.04195 7.56454 -1.39929 0.21 -0.62 -0.45
H 1.40217 8.38901 -2.25081 0.38 -0.99 -0.67
H 1.37238 8.25660 -0.58240 -0.01 -0.07 0.18
```
Forces are in eV/Å.

- Largest force on an atom: 3.6 eV/A
- Expectation value of S²: 0.75
- 2S+1: 2
- HOMO energy (alpha / beta): -12.51 / -18.00 eV
- Total charge: +6

***

(2)
Molecular formula: C2HNOS
Method: DFT, the ωB97M-V functional and the def2-TZVPD basis

```
6
Properties=species:S:1:pos:R:3:forces:R:3
C 0.56601 -0.34201 -1.21259 0.73 -6.64 -1.36
C 1.07924 2.14836 -3.98636 1.21 -1.43 0.65
N 0.40538 0.72960 -1.00201 -0.75 5.79 1.23
O 0.61085 1.10528 -4.00664 -1.83 -0.71 -0.66
S 2.13379 3.23960 -3.77401 0.61 2.14 -0.07
H 0.65993 -1.40185 -1.44561 0.03 0.86 0.21
```
Forces are in eV/Å.

- Largest force on an atom: 6.8 eV/A
- Relative energy (zero: lowest compared OMol25 entry of this formula, charge and spin): 0.441 eV
- Structure (SMILES): O=C=S.C#N
- HOMO energy: -10.50 eV

***

(3)
Molecular formula: CFN2O
Method: DFT, the ωB97M-V functional and the def2-TZVPD basis

```
5
Properties=species:S:1:pos:R:3:forces:R:3
C -1.03958 -1.11786 0.14784 -0.22 -2.45 -0.61
N -1.08351 -2.05384 -0.55201 -0.04 0.37 0.15
N 1.00621 1.10680 0.58916 -4.82 -3.65 -0.04
O -0.14313 0.57846 0.62910 5.01 5.48 0.58
F 1.26001 1.48642 -0.81409 0.07 0.24 -0.09
```
Forces are in eV/Å.

- Largest force on an atom: 7.4 eV/A
- Relative energy (zero: lowest compared OMol25 entry of this formula, charge and spin): 1.531 eV
- HOMO energy (alpha / beta): -4.28 / -4.00 eV
- Total charge: -1

***

(4)
Molecular formula: C4H4O2
Method: DFT, the ωB97M-V functional and the def2-TZVPD basis

```
10
Properties=species:S:1:pos:R:3:forces:R:3
C 0.33338 -0.83761 -0.98968 0.46 1.25 -0.75
C 0.49944 -0.00873 1.79054 2.71 1.42 0.39
C -0.59862 -0.35276 1.49278 2.49 0.89 0.84
C -0.04529 0.30150 -1.57855 -1.84 -0.90 0.17
O 0.83843 -1.85016 -0.77500 0.32 -1.15 0.39
O -0.24355 1.54615 -0.95872 -0.82 -0.41 -3.14
H 1.52000 0.41617 1.97393 -1.67 -0.87 -0.25
H 0.03890 1.59762 -0.07762 0.71 -0.52 1.95
H -1.52108 -0.70739 1.46528 -3.53 -1.29 -0.51
H -0.82162 -0.10479 -2.34295 1.18 1.59 0.92
```
Forces are in eV/Å.

- Largest force on an atom: 3.8 eV/A
- Relative energy (zero: lowest compared OMol25 entry of this formula, charge and spin): 4.243 eV
- Structure (SMILES): O=C=CO.C#C
- HOMO energy: -8.33 eV

***

Which value of largest force on an atom does entry 1 give? 3.6 eV/A

***

The highest largest force on an atom belongs to which entry? CFN2O

***

Which value of largest force on an atom does entry 3 give? 7.4 eV/A